C10H16 | ωB97M-V/def2-TZVPD

Its net charge is +1. As for the energy above the lowest of the compared OMol25 structures with the same formula, charge and spin: 54.34 kcal per mole. Its LUMO energy (alpha / beta) is -4.3 / -8.5 eV. The calculated total energy is -10618.51669 eV. Its multiplicity is 2. As for the frontier orbital gap (alpha / beta): 9.513 / 5.276 eV. The calculation puts the HOMO energy (alpha / beta) at -13.76 / -13.76 eV.

The geometry in XYZ format:
```
26
C10H16 | OMol25 | ωB97M-V/def2-TZVPD
C -1.81070 -1.57467 -0.50503
C 2.73942 -1.23051 1.86153
C -1.33410 0.47709 0.58048
C 1.84823 1.07732 2.03724
C -1.76924 0.48721 -1.89973
C -1.72816 1.04700 -3.33375
C -1.91363 -0.91191 -1.72889
C 2.07162 -0.10529 1.04298
C -1.58229 1.14901 -0.66334
C -1.40178 -0.91573 0.62706
H 1.39587 1.88893 1.55376
H 2.72672 0.24446 0.14979
H -2.79941 1.17151 -3.68404
H -1.20464 0.24469 -3.86900
H 1.34400 0.92691 2.97919
H -0.97254 -1.32752 1.54546
H -2.00709 -2.66254 -0.49583
H 1.07556 -0.43968 0.63165
H 3.39533 -1.67325 1.19824
H -1.06472 1.05255 1.38825
H -2.19735 -1.51223 -2.58688
H 2.64588 1.42102 2.76779
H 2.11336 -2.07159 1.90454
H -1.44821 2.17524 -0.68229
H 3.30958 -0.90741 2.72363
H -1.43174 1.96939 -3.54282
```

***

C27H92Br2F2O19P | ωB97M-V/def2-TZVPD

Its net charge is -1. Its LUMO energy is 2.0 eV. The calculated total energy is -223190.91014 eV. Its multiplicity is 1. As for the frontier orbital gap: 5.767 eV. The calculation puts the HOMO energy at -3.75 eV.

The geometry in XYZ format:
```
143
C27H92Br2F2O19P | OMol25 | ωB97M-V/def2-TZVPD
Br 3.15712 0.61307 4.87916
Br 3.25461 -0.56234 0.41993
P 1.12323 -1.53794 2.95676
F -1.80768 -0.80209 4.27054
F 0.01824 -0.67848 0.47744
O -7.74738 -0.84838 5.52653
O 2.25702 -5.08689 2.10481
O 2.06718 -5.21049 -2.82319
O -2.57973 -4.83925 0.26380
O 3.18007 3.84459 1.86552
O 2.17452 2.72239 7.93852
O -5.41234 -3.48151 -5.50811
O 5.98048 3.46235 -9.69004
O -5.47384 -5.97487 3.40753
O -0.76026 4.59499 -5.53059
O 3.59174 7.21677 2.23138
O 3.23506 1.00058 -2.86980
O 6.12038 3.23641 -6.65267
O 1.72612 0.97613 -6.17881
O -0.65666 2.62187 5.93430
O -2.29306 -0.18813 -5.60318
O -3.65385 -0.41364 7.55396
O -0.80459 2.12612 -3.93813
O -1.82497 -2.89486 -2.63727
C 3.45808 0.27300 3.00512
C 1.95356 -6.51422 -3.37900
C 2.25764 2.04119 -2.88944
C 4.65724 1.02167 2.47056
C 4.97424 7.46972 2.00847
C -8.67442 0.23089 5.52507
C -2.77750 -1.48799 -5.94212
C 7.34237 3.74728 -9.96080
C -1.94734 1.40642 3.45574
C -0.76647 -2.81695 1.21049
C -1.37044 -0.01840 3.20196
C 1.82705 3.63743 2.27129
C 0.43484 -1.85567 1.16078
C -6.38449 -4.87911 3.37944
C 1.70820 -6.31948 1.66405
C 3.09678 1.25332 -6.44077
C 2.68580 -0.51682 2.30795
C -4.77960 0.00217 6.78688
C -0.41923 -2.68878 -2.78736
C -1.04163 2.04721 7.17223
C 0.15010 0.10374 3.16616
C -3.35289 -5.49757 1.26602
C 3.57290 2.92911 7.75763
C -6.04999 -4.10833 -4.39985
C -1.73630 5.62433 -5.56157
C 5.43417 3.90750 -5.59558
C -1.77730 1.53526 -3.07724
H -2.12029 2.15225 7.27354
H 0.90461 -6.59376 2.34439
H -3.24232 -1.46904 -6.93167
H -1.54546 -2.49733 1.90114
H -2.99697 -0.75243 6.93349
H -0.25567 -1.99324 -3.60936
H 2.93716 -6.98736 -3.45046
H 0.44467 0.87325 2.45418
H -0.34674 -3.73813 1.62389
H -9.69720 -0.14260 5.42200
H -0.54930 2.55793 8.00378
H -0.78223 0.98445 7.18436
H -0.87232 4.11266 -4.69885
H 7.89169 2.82671 -10.18213
H -5.66653 -6.48908 4.19815
H -6.09348 -3.27339 -6.15578
H 6.88331 2.79502 -6.26495
H 2.62855 -4.69416 -3.41121
H 5.50021 6.53964 1.77767
H -1.05249 1.90280 -4.84285
H 3.71107 3.60001 6.91407
H 3.52786 6.61336 2.98069
H 1.77945 2.75165 2.90206
H -4.48784 0.78920 6.08620
H 4.06777 1.97912 7.54484
H 2.06197 2.12488 8.68517
H -6.25395 -4.25096 4.26356
H -8.44339 0.87364 4.67958
H -1.63650 0.05624 -6.26549
H 5.21335 1.45176 3.30513
H 1.32033 -7.10705 -2.72347
H -2.68125 -5.84458 2.04607
H 5.95815 2.88585 -8.91651
H -7.96017 -1.40978 6.27932
H -5.19401 -0.84266 6.23550
H 6.08909 4.64723 -5.12909
H 1.69927 0.39875 -5.40667
H -2.74400 5.19920 -5.51870
H -7.41575 -5.24073 3.33593
H -8.58837 0.80985 6.44867
H 1.26043 1.60753 -2.84256
H -1.95761 -2.21006 -5.93322
H -0.00323 -2.26498 -1.86996
H 4.56615 4.41154 -6.01196
H 7.38770 4.40418 -10.82704
H 5.06234 8.14862 1.16356
H -1.52356 1.76982 -2.04552
H 1.49728 -6.46885 -4.37210
H 3.19473 4.63223 1.31016
H 1.16328 -2.43727 0.58605
H 2.96489 -4.84684 1.49719
H 7.80341 4.25029 -9.10532
H -1.13243 -3.07836 0.22517
H 2.46985 -7.10752 1.67352
H -3.19297 -4.54096 -0.41640
H 2.36154 2.59858 -3.81861
H 1.59335 -1.54399 4.32348
H -1.18200 2.14489 3.24418
H -6.54453 -5.03120 -4.71544
H 3.10944 0.52749 -2.03899
H 1.46973 4.50011 2.84187
H -1.62299 6.17490 -6.49353
H -0.01936 -2.31504 3.44086
H 3.16334 1.90743 -7.30763
H -1.94004 -3.51267 -1.90717
H 1.30140 -6.21759 0.65303
H -5.53596 0.39056 7.46684
H -2.76926 1.93559 -3.30163
H 5.42450 7.93453 2.88969
H 0.38266 0.53263 4.14958
H 0.06991 -3.63858 -3.01267
H 5.10608 3.18375 -4.84703
H -1.77799 0.45477 -3.21051
H -1.59592 6.31173 -4.72195
H 3.62889 0.32119 -6.65036
H -2.75612 1.62063 2.74787
H -2.32380 1.48774 4.46891
H 1.18969 3.48412 1.39705
H -4.07474 -4.80578 1.69728
H -6.17726 -4.28792 2.49114
H -1.76575 -0.32888 2.23796
H 3.54528 1.75097 -5.58004
H 1.91867 -2.74794 2.75574
H -3.87810 -6.35442 0.83479
H 5.34409 0.34554 1.97032
H 4.00710 3.38077 8.65478
H -5.28731 -4.34581 -3.66281
H -6.78447 -3.43478 -3.95090
H 2.41453 2.71696 -2.04355
H 0.29964 2.51685 5.85052
H 4.32472 1.83321 1.83088
H -3.51830 -1.78208 -5.20619
```

***

C14H6MoN2O4S5 | ωB97M-V/def2-TZVPD

As for the energy above the lowest of the compared OMol25 structures with the same formula, charge and spin: 30.37 kcal per mole. Its LUMO energy (alpha / beta) is -3.6 / -3.6 eV. The calculated total energy is -81816.40541 eV. Its multiplicity is 1. As for the frontier orbital gap (alpha / beta): 5.449 / 5.439 eV. The calculation puts the HOMO energy (alpha / beta) at -9.05 / -9.05 eV.

The geometry in XYZ format:
```
32
C14H6MoN2O4S5 | OMol25 | ωB97M-V/def2-TZVPD
Mo -0.45558 0.79893 1.55488
S -2.31970 -0.17758 2.53948
S -4.21510 -5.53745 1.44875
S -1.95743 -3.86775 0.50883
S -0.36219 -1.31995 0.44334
S -3.83897 -2.78037 2.46882
O 1.59362 1.55138 4.95316
O 0.84637 0.66385 3.01876
O -0.95424 2.30735 2.67770
O -0.55762 3.43834 4.58958
N -2.19556 2.23920 -0.81304
N 1.91388 -0.64973 -6.39968
C 0.75960 1.38725 -2.18835
C 0.90679 1.07167 -3.52536
C -1.60971 1.72545 0.03912
C 1.79305 -0.38410 -5.28870
C 2.09560 -0.52462 -1.59295
C 0.85521 1.53865 4.02466
C -1.65702 -2.25646 1.04135
C -2.53978 -1.74343 1.96433
C -0.31834 2.55645 3.83946
C 1.34715 0.58933 -1.20582
C 1.64305 -0.05125 -3.89789
C 1.20714 0.88764 0.23294
C -3.39175 -4.14783 1.47811
C 2.24150 -0.85083 -2.92771
H 2.01935 0.46594 0.82612
H 2.57214 -1.13764 -0.83789
H 1.13235 1.97976 0.44506
H 2.82029 -1.71444 -3.22437
H 0.45068 1.69056 -4.28544
H 0.17522 2.25170 -1.90724
```